Entry from the Open Molecules 2025 dataset: a molecular structure, C9H22BrCuNO5P (ωB97M-V/def2-TZVPD).

Element x y z (Å)
Br 19.22 -17.51 10.00
H 17.64 -17.27 17.07
C 15.74 -18.49 16.86
H 16.87 -19.06 20.92
C 16.60 -17.31 17.40
H 16.08 -16.38 17.17
N 18.57 -11.46 5.86
C 19.60 -11.29 6.74
H 15.96 -20.17 22.93
O 16.59 -17.40 18.85
H 14.65 -18.41 16.93
H 14.85 -19.93 21.78
H 14.81 -18.82 23.13
O 14.11 -18.31 19.46
H 15.39 -12.60 19.54
C 15.48 -19.33 22.44
H 14.94 -13.53 18.16
O 14.61 -15.79 19.42
H 13.75 -13.22 19.48
O 20.67 -10.69 6.57
C 18.47 -10.63 4.70
H 16.42 -14.77 19.36
H 17.45 -10.23 4.70
H 18.66 -11.14 3.76
P 15.17 -17.26 19.65
O 15.70 -17.26 21.21
H 15.40 -14.67 20.90
H 17.21 -18.04 22.36
C 17.40 -12.35 6.01
H 19.35 -11.90 7.62
H 16.02 -19.45 17.28
C 14.79 -13.46 19.24
H 19.26 -9.87 4.69
H 16.55 -11.68 6.09
C 15.43 -14.73 19.81
C 16.44 -18.43 21.70
H 17.17 -13.10 5.25
H 15.93 -18.63 15.79
H 17.48 -12.90 6.95
Cu 20.42 -20.53 6.47

Its LUMO energy is -4.154 eV. For the HOMO energy, the calculation gives -7.656 eV. The electronic energy is -145386.17974 eV. Its energy above the lowest of the compared OMol25 structures with the same formula, charge and spin is 109.50 kcal/mol.

=====

Entry from the Open Molecules 2025 dataset: a single C9H22N3OP molecule (ωB97M-V/def2-TZVPD).

Element x y z (Å)
O -1.50 -0.05 2.33
H 0.49 -3.55 2.09
C 0.31 1.41 -0.85
H -2.28 -1.00 -2.52
H 2.67 -0.56 1.16
H -1.28 -0.37 -4.71
H -2.14 -1.02 -0.10
C -0.26 1.76 -2.24
H -1.00 2.54 -2.12
C -0.65 0.62 0.01
H 2.71 -2.27 1.19
H -0.45 -1.36 -0.77
C 1.55 0.90 3.56
C -0.01 -2.62 2.26
N 0.77 1.30 2.32
N 0.78 -1.44 1.83
C 2.02 -1.46 1.03
H 0.52 2.21 -2.97
P -0.17 0.01 1.61
H -0.29 -2.42 3.25
C -1.24 -0.68 -0.70
H -0.91 -2.63 1.60
H 0.50 2.38 -0.37
H 1.28 0.95 -0.83
H 0.24 0.48 -4.72
C -1.82 -0.17 -2.03
H -2.66 0.52 -1.83
H -1.46 1.27 0.24
H 1.64 -1.42 0.04
C -0.77 0.45 -4.30
H 0.90 0.86 4.42
H 1.90 -0.11 3.48
H 0.02 2.01 2.45
N -0.73 0.50 -2.87
H -1.15 1.35 -4.52
H 2.47 1.60 3.55

Its LUMO energy is 0.852 eV. For the HOMO energy, the calculation gives -8.032 eV. As for the structure (SMILES): CN[P@@](=O)(C1CCN(C)CC1)N(C)C. The electronic energy is -25495.41499 eV. Its energy above the lowest of the compared OMol25 structures with the same formula, charge and spin is 0.00 kcal/mol.

=====

Entry from the Open Molecules 2025 dataset: 4 unconnected molecules or ions with the total composition C9H23BF3O4 (ωB97M-V/def2-TZVPD).

Element x y z (Å)
H -2.98 0.16 -0.14
H -2.69 -0.95 1.20
H -1.15 1.50 0.74
H -0.48 0.37 -0.84
C -3.22 -0.04 0.91
H 0.81 -2.40 -2.65
H 0.42 -3.95 -1.88
C 0.22 1.76 -2.02
H 1.39 0.21 0.81
F 2.89 -0.57 -0.85
C 3.11 -0.93 0.48
O -0.31 1.32 -0.79
H -3.24 2.03 1.59
C 2.13 -0.39 1.37
H -1.59 -2.93 -0.82
C -0.79 -2.29 -1.21
H 1.64 1.74 4.27
H 1.75 2.37 2.58
H -1.66 2.19 -2.98
B 2.43 0.24 2.70
C -2.73 1.08 1.80
H 0.48 2.81 -1.86
H -4.30 -0.22 0.99
H -0.65 -3.29 -3.13
O 3.45 -0.24 3.58
C -0.75 1.63 -3.18
H 1.16 1.23 -2.23
O -1.32 -1.06 -1.68
H -0.14 -2.03 -0.38
O -1.33 1.21 1.64
H -1.92 -1.22 -2.41
F 3.21 -2.35 0.39
H -1.02 0.58 -3.34
C 1.53 1.48 3.20
H -0.30 2.02 -4.10
C 0.00 -3.03 -2.28
H 0.49 1.20 2.99
F 4.45 -0.59 0.70
H -2.91 0.84 2.84
H 3.91 0.51 4.00

As for the net charge: -1. Its LUMO energy is 2.650 eV. For the HOMO energy, the calculation gives -2.945 eV. The electronic energy is -26726.68429 eV.